51
Properties=species:S:1:pos:R:3:forces:R:3:lowdin_charge:R:1 method="wB97M-V/def2-TZVPD" total_energy_ev=-54059.39417 homo_energy_ev=-10.00 lumo_energy_ev=-7.70 total_charge=+1 multiplicity=1
Ca 2.69285 3.70905 -3.00522 -0.510 -0.283 0.619 1.54
N -0.32386 -0.79361 -0.24705 -3.763 -1.120 0.386 -0.68
O 0.34674 -0.12945 -0.98327 2.735 1.866 -1.650 0.02
O -1.10241 -0.29536 0.55398 -0.039 1.807 1.589 0.05
O -0.48780 -1.98468 -0.41570 1.285 -2.238 -0.599 0.06
C 4.78818 -4.91699 3.27230 -0.212 -0.302 0.042 -0.15
O 4.31380 -3.58916 2.83981 0.864 -2.223 0.487 -0.12
H 5.32835 -5.51254 2.53634 0.444 0.742 -0.634 0.07
H 5.42749 -4.91252 4.15511 -0.157 0.773 -0.049 0.07
H 3.99351 -5.63132 3.48755 -0.670 0.511 0.352 0.07
H 3.81631 -3.84493 2.05963 -0.268 0.508 -0.207 0.06
C 2.76899 -4.98526 -5.30413 -1.480 0.053 0.157 -0.18
O 2.95151 -5.24356 -3.93397 0.977 -0.347 0.553 -0.12
H 2.97242 -3.93942 -5.53420 0.322 -0.023 -0.342 0.07
H 3.29974 -5.68965 -5.94464 0.393 0.194 0.390 0.08
H 1.70878 -5.16979 -5.47730 -0.187 0.150 -0.663 0.07
H 2.33534 -4.71016 -3.42660 -0.037 -0.021 -0.080 0.07
C -2.57209 -1.03870 6.59994 0.513 1.643 0.724 -0.19
O -1.48615 -1.51840 5.89139 1.019 -1.197 -1.491 -0.12
H -2.98442 -1.81825 7.24054 -0.364 0.174 -0.279 0.08
H -2.10853 -0.25204 7.19524 -0.647 0.161 0.919 0.07
H -3.24571 -0.48287 5.94771 -0.695 -0.585 0.126 0.08
H -1.51105 -1.13819 5.01024 0.180 -0.199 -0.013 0.08
C -4.81753 4.33378 2.66718 0.322 0.833 -0.701 -0.18
O -5.47279 4.41246 3.92342 0.123 -0.268 -0.724 -0.11
H -4.24509 5.22457 2.40856 0.437 0.051 0.844 0.07
H -4.18617 3.44534 2.65418 0.134 0.074 -0.405 0.08
H -5.52047 4.36800 1.83483 -0.405 -0.701 -0.066 0.07
H -5.88090 3.54514 3.87058 -0.607 0.005 1.047 0.07
C -3.75674 -4.16915 -4.79828 0.861 0.834 1.588 -0.13
O -3.42197 -4.84866 -3.53236 -1.053 -0.442 -1.668 -0.14
H -4.61257 -4.61440 -5.30563 0.220 -0.465 0.504 0.08
H -4.01336 -3.13155 -4.58465 -0.322 0.101 0.147 0.06
H -2.92686 -4.06543 -5.49730 0.257 -0.624 0.036 0.06
H -2.75293 -4.44789 -2.97256 0.044 0.607 -0.588 0.06
C -3.09925 4.49947 -3.50743 3.936 1.198 1.535 -0.82
O -1.97794 4.64917 -3.03472 1.972 1.001 -0.199 -0.03
N -3.75800 5.34190 -4.23429 -2.573 2.191 -2.053 0.19
N -3.68989 3.39959 -3.25433 -3.517 -5.490 1.356 0.17
H -4.74296 5.11842 -4.23092 0.033 0.791 -0.685 0.12
H -3.44245 6.24431 -4.56013 0.060 -0.371 0.449 0.13
H -3.29261 2.74865 -2.59212 0.269 0.428 -0.130 0.13
H -4.67231 3.21877 -3.40351 0.160 0.188 -0.291 0.12
C 5.69800 3.56101 1.75407 -2.083 0.683 -0.154 -0.79
O 4.58326 3.60765 1.26182 -1.376 -0.275 -1.067 -0.01
N 6.73969 3.11815 1.11197 3.126 -1.442 -2.573 0.16
N 5.93641 3.98780 2.96369 1.015 1.368 3.735 0.17
H 6.61088 2.75391 0.17878 -0.013 0.157 0.370 0.11
H 7.69312 3.15706 1.44297 -0.373 -0.078 0.124 0.12
H 6.87477 4.13971 3.30502 -0.171 -0.271 -0.130 0.12
H 5.22467 4.29001 3.61347 -0.177 -0.125 -0.640 0.13



57
Properties=species:S:1:pos:R:3:forces:R:3:lowdin_charge:R:1 method="wB97M-V/def2-TZVPD" total_energy_ev=-55436.05198 homo_energy_ev=-7.03 lumo_energy_ev=1.41 total_charge=-1 multiplicity=1
Cl 7.61221 19.94866 2.43086 -0.346 0.231 -0.579 0.04
C 7.45289 15.96038 0.16574 -1.912 -4.445 -0.705 -0.83
O 6.96813 14.88183 -0.12751 -0.920 -0.651 -0.502 0.03
N 6.93904 16.96443 0.73669 -4.900 5.909 3.015 0.17
N 8.68047 16.24562 0.01765 7.735 0.535 -1.373 0.16
H 5.95904 17.20473 0.78080 -0.263 -1.168 0.122 0.05
H 7.51017 17.69296 1.14061 -0.176 -0.175 -0.045 0.02
H 9.36680 15.50469 0.00947 -0.079 0.250 -0.123 0.12
H 8.91466 17.15304 0.39426 1.038 -0.605 -0.406 0.10
C 6.64518 16.47472 4.96422 2.441 -2.151 0.653 -0.75
O 6.94448 15.43532 5.55846 -1.269 0.199 0.205 0.00
N 5.46436 17.01989 4.78654 -4.279 0.255 1.029 0.16
N 7.58240 17.21893 4.43524 2.754 2.187 -1.978 0.15
H 5.19998 17.75134 4.14220 0.576 -0.222 0.130 0.09
H 4.77037 16.74764 5.46798 -0.095 -0.071 -0.434 0.11
H 7.32941 18.05333 3.92547 0.103 -0.013 0.040 -0.02
H 8.51086 16.89147 4.20976 -0.318 -0.325 0.419 0.11
C 5.42282 20.74977 -1.23121 -1.527 -1.776 -3.693 -0.83
O 4.72273 20.68429 -2.22905 -0.724 -1.421 -1.134 0.02
N 5.48354 21.83747 -0.61491 0.693 6.416 4.946 0.18
N 6.22406 19.82721 -0.74341 0.975 -3.283 -0.191 0.16
H 4.85208 22.61181 -0.76240 0.280 -0.392 -0.248 0.13
H 6.04626 21.82512 0.22371 -0.139 0.743 0.006 0.08
H 5.95070 18.92338 -1.10183 0.570 -0.257 0.197 0.11
H 6.57079 19.86529 0.20444 0.219 0.046 -0.074 -0.03
C 5.26766 23.80985 3.24437 0.272 -1.363 2.080 -0.75
O 6.29678 24.28957 3.65798 0.711 1.096 -0.712 0.06
N 5.13911 22.61434 2.70171 1.963 -3.538 -2.660 0.14
N 4.03745 24.12704 3.59436 -3.483 3.387 1.248 0.13
H 4.27931 22.21701 2.35104 0.416 0.386 0.085 0.09
H 5.98568 22.08530 2.54829 -0.043 -0.270 0.015 0.02
H 3.85615 25.01683 4.03652 -0.029 -0.280 -0.041 0.11
H 3.28276 23.45979 3.52131 0.301 0.529 0.096 0.10
C 3.62104 17.97554 1.45471 2.080 -3.130 -1.163 -0.76
O 4.25565 16.93730 1.28856 -1.699 -1.284 0.147 0.03
N 2.35442 18.28616 1.44271 -2.938 -1.332 0.016 0.18
N 4.29084 19.05408 1.57102 2.873 4.625 1.066 0.16
H 2.26400 19.27054 1.64983 -1.949 -0.894 -0.067 0.11
H 1.71125 17.51016 1.37729 -0.576 0.868 0.176 0.13
H 3.70821 19.87909 1.57049 1.706 0.606 -0.127 0.10
H 5.29340 18.99934 1.46156 -0.234 0.807 0.318 0.03
C 11.17717 18.70137 4.11796 -1.064 -0.854 0.948 -0.82
O 11.88311 18.19238 4.92829 2.529 -1.350 2.904 0.04
N 11.52802 18.73993 2.87229 1.061 0.292 -4.941 0.17
N 9.94838 19.06780 4.41575 -2.478 1.251 1.143 0.15
H 12.26924 18.12506 2.56793 -0.074 0.337 0.312 0.12
H 10.91645 19.09501 2.15117 0.279 -0.184 0.403 0.06
H 9.28229 19.51475 3.80203 0.177 -0.065 -0.062 -0.06
H 9.67117 18.92323 5.37614 0.111 0.164 -0.243 0.11
C 10.74629 22.43649 1.51895 1.876 -1.001 -2.092 -0.77
O 11.69471 23.10234 1.12260 -0.118 1.927 0.850 0.01
N 10.80118 21.15092 1.25707 0.399 -3.663 -0.946 0.12
N 9.60064 22.71860 2.07935 -0.638 3.061 1.238 0.17
H 11.53969 20.86787 0.62891 -0.351 -0.187 0.208 0.12
H 9.99280 20.57864 1.45486 0.183 -0.154 -0.382 0.02
H 9.64169 23.68151 2.38139 -1.459 -0.179 0.365 0.12
H 8.86535 22.02646 2.09879 -0.244 0.571 0.541 0.00



63
Properties=species:S:1:pos:R:3:forces:R:3:mulliken_spin:R:1 method="wB97M-V/def2-TZVPD" total_energy_ev=-124353.81518 homo_energy_ev="-15.71 / -15.71" lumo_energy_ev="-9.45 / -9.40" total_charge=+3 multiplicity=11
Mn 28.93839 -10.14573 -26.67604 -0.706 -0.830 2.372 4.86
Mn 26.58107 -15.99336 -27.14719 -1.169 0.439 0.353 4.86
O 28.49117 -12.12217 -26.24579 -0.158 -2.975 1.147 0.01
P 28.08262 -13.40766 -25.50826 0.259 1.563 -1.044 0.03
O 27.04387 -14.30433 -26.03971 0.155 0.924 0.820 -0.03
F 27.70886 -13.03575 -23.99377 2.306 -0.527 -3.220 0.00
F 29.37822 -14.37380 -25.33226 -2.319 1.578 -0.240 0.03
C 32.25595 -14.59149 -24.02986 4.054 -4.958 0.237 0.00
O 33.42479 -14.78965 -23.73512 -0.508 0.475 1.474 0.00
N 31.31581 -15.58309 -24.03598 -1.371 -1.815 1.925 0.00
N 31.90752 -13.70602 -24.87526 -1.850 4.752 -1.885 0.00
H 30.36204 -15.34796 -24.27079 0.581 -0.510 0.719 0.00
H 31.40915 -16.27744 -23.30847 0.044 -0.026 -0.058 0.00
H 30.92768 -13.84866 -25.07442 1.167 1.620 -1.353 0.00
H 32.67417 -13.18806 -25.28031 -0.685 0.312 -0.357 0.00
C 24.01325 -14.18740 -28.01079 -0.523 -2.031 1.875 0.01
O 24.79181 -15.10621 -27.77484 2.219 -1.322 -0.961 0.03
N 22.95538 -14.26273 -28.75127 -2.149 -1.495 -3.724 0.00
N 23.91437 -13.15455 -27.25840 0.523 4.285 2.890 0.00
H 22.94877 -14.98974 -29.45235 -0.480 0.022 0.082 0.00
H 22.08091 -13.94050 -28.36195 0.072 -0.130 -0.586 0.00
H 23.13120 -12.55676 -27.48064 0.429 0.283 0.415 0.00
H 24.33143 -13.09736 -26.34031 0.163 -0.037 -0.164 0.00
C 29.22566 -15.08552 -28.69319 -4.637 -2.683 -3.669 0.01
O 28.00936 -15.23860 -28.35999 0.427 1.072 0.216 0.02
N 30.24236 -15.36495 -28.01228 4.396 -1.057 5.867 0.00
N 29.57842 -15.10888 -29.96416 -0.530 1.597 -1.977 0.00
H 30.87441 -16.03728 -28.42289 0.399 0.376 0.159 0.00
H 30.12385 -15.48227 -27.01614 0.235 -0.095 -0.068 0.00
H 28.88170 -14.95557 -30.67912 0.302 -0.057 -0.139 0.00
H 30.54882 -14.86115 -30.09481 -0.278 0.072 -0.898 0.00
C 30.29016 -9.98393 -23.65442 -0.136 -0.335 1.003 0.01
O 29.88707 -10.10262 -24.84182 0.303 -0.038 -0.974 0.04
N 30.62039 -11.01166 -22.86623 0.028 -1.450 -0.534 0.00
N 30.33161 -8.81819 -23.04146 -0.204 0.857 -0.713 0.00
H 31.07312 -10.90073 -21.97022 -0.012 0.253 -0.206 0.00
H 30.73525 -11.92628 -23.27899 0.033 0.062 -0.087 0.00
H 30.22252 -8.03389 -23.66841 -0.032 0.405 0.844 0.00
H 30.45978 -8.78481 -22.04018 0.126 0.625 -0.322 0.00
C 24.84154 -16.87906 -24.50689 -0.585 0.234 1.124 0.01
O 25.50355 -16.78014 -25.56262 0.476 -0.593 -0.420 0.03
N 24.26215 -15.86703 -23.89908 -0.050 2.327 -1.316 0.00
N 24.61143 -17.94600 -23.77387 1.083 -3.758 -0.400 0.00
H 24.24883 -15.04008 -24.47881 -0.282 0.574 1.162 0.00
H 23.98421 -15.95510 -22.93208 -0.129 0.669 -0.434 0.00
H 23.84291 -18.03883 -23.12514 0.151 0.297 -0.231 0.00
H 25.02811 -18.82176 -24.05588 -0.059 -0.008 0.082 0.00
C 25.00631 -12.54717 -22.38076 -1.828 0.494 0.157 0.00
O 24.50317 -12.96436 -23.41896 0.008 -0.212 -1.888 0.00
N 26.26795 -12.63323 -22.09094 2.762 -0.766 0.370 0.00
N 24.26152 -11.92035 -21.48681 -1.438 1.142 1.448 0.00
H 26.81903 -13.01810 -22.84479 -0.499 -0.012 1.745 0.00
H 26.66621 -12.32822 -21.21433 -0.077 -0.081 -0.331 0.00
H 23.41880 -11.48097 -21.82866 -0.045 -0.339 0.450 0.00
H 24.64399 -11.64234 -20.59432 -0.291 0.181 -0.228 0.00
C 25.82316 -9.81178 -26.06465 0.457 -0.926 1.192 0.00
O 27.04193 -9.95984 -25.86228 2.016 0.448 0.121 0.06
N 25.37758 -8.88018 -26.83326 -1.528 1.447 -1.899 0.00
N 24.96615 -10.60613 -25.43481 -0.744 -1.088 0.582 0.00
H 25.94558 -8.07630 -27.05965 -0.268 -0.225 -0.288 0.00
H 24.39243 -8.93111 -27.05001 0.130 0.879 -0.117 0.00
H 25.25773 -11.06002 -24.58095 0.086 -0.429 -0.245 0.00
H 23.98509 -10.70202 -25.65487 0.176 0.544 0.146 0.00